ORCA calculation (ωB97M-V/def2-TZVPD) on one molecule with the formula CH3NS2 in a non-equilibrium geometry.

Values from the calculation:
SMILES: S=CNS
Max |F| (eV Å⁻¹): 5.68
E_LUMO (eV): -0.1202
Total energy (Ha): -890.94964

Atoms and positions in Å:
S -1.256973 -2.105615 0.628230
C -0.700996 -0.514880 0.240393
N 0.116659 0.032227 -0.622306
S 0.881604 1.615879 -0.479984
H -1.229997 0.549741 0.497992
H 0.714056 -0.738534 -1.083624
H 1.475646 1.161183 0.819298

Cartesian forces (eV/Å) of the 3 atoms listed first:
S 1.6 3.0 -0.9
C -4.5 2.0 1.7
N 3.9 -3.0 -2.8

Löwdin population analysis, charges in e, atoms 1 to 5: 0.484 -0.850 -0.525 0.708 0.097



ORCA calculation (ωB97M-V/def2-TZVPD) on a 2-piece molecular cluster, CH3NS2 overall in a non-equilibrium geometry.

Values from the calculation:
Max |F| (eV Å⁻¹): 3.19
E_LUMO (spin up / spin down) (eV): -2.1511 / -2.1111
Total energy (Ha): -890.85530

Atoms and positions in Å:
C 0.147284 -0.267413 -0.338643
N 0.354261 0.981496 -0.037588
S -2.996110 0.193666 0.325051
S 1.120905 -1.449297 0.259791
H -0.260958 1.777392 -0.354547
H 1.102090 1.173388 0.540028
H 0.532526 -2.409230 -0.394089

Cartesian forces (eV/Å) of the 3 atoms listed first:
C -2.7 1.0 -1.4
N -1.7 0.5 -1.2
S 0.4 -0.1 -0.2

Löwdin population analysis, charges in e, atoms 1 to 5: -0.721 -0.041 -0.020 0.771 0.115



ORCA calculation (ωB97M-V/def2-TZVPD) on one molecule with the formula CH3NS3 in a non-equilibrium geometry.

Values from the calculation:
Max |F| (eV Å⁻¹): 1.59
E_LUMO (spin up / spin down) (eV): -0.1573 / -0.1585
Total energy (Ha): -1289.16739

Atoms and positions in Å:
C 0.426738 -0.190358 -0.053195
N -0.559838 0.243824 -0.791818
S -2.072929 0.245773 1.745672
S 2.059833 -0.346130 -0.584260
S -2.162975 0.573945 -0.158119
H -0.425802 0.496624 -1.762007
H 2.558385 -0.598763 0.628510
H 0.176588 -0.424917 0.975217

Cartesian forces (eV/Å) of the 3 atoms listed first:
C -0.8 0.5 -0.5
N 1.1 -0.5 1.0
S 0.2 -0.2 0.6

Löwdin population analysis, charges in e, atoms 1 to 5: -0.634 -0.400 -0.033 0.820 0.269



ORCA calculation (ωB97M-V/def2-TZVPD) on a 2-piece molecular cluster, CH3NS3 overall in a non-equilibrium geometry.

Values from the calculation:
Max |F| (eV Å⁻¹): 2.78
E_LUMO (eV): -0.5501
Total energy (Ha): -1289.18313

Atoms and positions in Å:
C 4.207991 -0.204895 0.051943
N 0.966397 -0.100915 -1.167022
S 4.183377 -1.763876 0.369657
S 4.560158 1.259149 -0.233394
S -0.523597 0.739752 -0.639234
H 1.787292 0.414731 -0.859763
H 1.017478 -1.058693 -0.924551
H -1.301687 0.766679 -1.790630

Cartesian forces (eV/Å) of the 3 atoms listed first:
C 0.9 -2.6 0.6
N -1.3 2.0 -0.4
S -0.5 1.8 -0.4

Löwdin population analysis, charges in e, atoms 1 to 5: -1.414 -0.383 0.687 0.764 0.581



ORCA calculation (ωB97M-V/def2-TZVPD) on one molecule with the formula CH3O in a non-equilibrium geometry.

Values from the calculation:
Spin multiplicity: 2
Max |F| (eV Å⁻¹): 1.79
Expectation value of S²: 0.75
E_LUMO (spin up / spin down) (eV): 1.0658 / -1.5395
Total energy (Ha): -115.03988

Atoms and positions in Å:
C -0.445456 -0.279226 0.095557
O 0.678376 0.371648 -0.171842
H -0.313169 -1.272971 0.587953
H -1.164337 0.384727 0.580178
H -1.030745 -0.730169 -0.755914

Cartesian forces (eV/Å) of the 3 atoms listed first:
C -1.6 -0.8 0.3
O 0.8 -0.2 -0.7
H 0.3 0.6 0.4

From a Löwdin analysis of the wavefunction, the atomic charges in e read: -0.266 -0.022 0.099 0.074 0.116



ORCA calculation (ωB97M-V/def2-TZVPD) on a 2-piece molecular cluster, CH3O2 overall in a non-equilibrium geometry.

Values from the calculation:
Spin multiplicity: 2
Max |F| (eV Å⁻¹): 5.17
Expectation value of S²: 0.75
E_LUMO (spin up / spin down) (eV): 0.4287 / 0.4872
Total energy (Ha): -190.23789

Atoms and positions in Å:
H -1.868765 -0.756931 3.806700
C -3.269930 -2.092388 3.806700
O -4.333673 -1.619267 3.806700
H -2.143514 -2.555746 3.806700
O -1.045173 -0.260532 3.806700
H -0.243256 -0.876526 3.806700

Cartesian forces (eV/Å) of the 3 atoms listed first:
H 0.1 -0.3 0.0
C 4.7 -2.1 0.0
O -1.3 0.4 0.0

Löwdin population analysis, charges in e, atoms 1 to 5: -0.080 -0.098 0.048 0.169 -0.112



ORCA calculation (ωB97M-V/def2-TZVPD) on CH3O2S as an isolated structure in a non-equilibrium geometry.

Values from the calculation:
Total charge: -1
Max |F| (eV Å⁻¹): 4.35
E_LUMO (eV): 3.9843
Total energy (Ha): -588.47527

Atoms and positions in Å:
C -0.203048 0.221249 -0.390815
O 0.537879 -1.061298 0.138662
O -1.871325 2.257478 -1.305200
S -0.737645 1.772266 -2.097186
H 1.500000 -0.813759 0.206303
H -1.361486 0.129136 -0.276541
H 0.156435 1.118476 0.220069

Cartesian forces (eV/Å) of the 3 atoms listed first:
C -0.8 1.0 1.0
O 0.0 2.4 -1.2
O -2.6 1.2 1.9

Löwdin population analysis, charges in e, atoms 1 to 5: -0.307 -0.258 -0.874 0.380 0.046



ORCA calculation (ωB97M-V/def2-TZVPD) on CH3O2S2 as an isolated structure in a non-equilibrium geometry.

Values from the calculation:
Total charge: -1
Max |F| (eV Å⁻¹): 3.49
E_LUMO (spin up / spin down) (eV): 3.7884 / 3.7884
Total energy (Ha): -986.75774

Atoms and positions in Å:
C -0.592071 -0.893830 0.592006
O 0.468836 -0.054775 -2.100601
O 0.865230 1.675905 -0.264594
S 0.359334 -0.263351 1.884219
S -0.259446 0.817106 -1.087585
H -0.193153 -1.439122 -0.205948
H -1.705590 -0.845531 0.659460
H 1.056859 1.003597 0.523044

Cartesian forces (eV/Å) of the 3 atoms listed first:
C -0.8 3.4 0.3
O -0.7 0.6 0.7
O -0.8 -1.6 0.5

Löwdin population analysis, charges in e, atoms 1 to 5: -0.712 -0.664 -0.514 0.323 0.722